# 1
A 2-piece molecular cluster, C5H14NO overall at a distorted geometry. Source: the OMol25 dataset; level of theory: wB97M-V/def2-TZVPD.

Geometry as XYZ:
```
21
Properties=species:S:1:pos:R:3:forces:R:3:lowdin_charge:R:1
C -1.539535 -0.490436 -0.796276 -2.206 1.175 -4.955 -0.0921
C -0.857956 -0.959703 0.420058 -0.634 0.478 2.209 -0.2967
N 0.643518 -0.805179 0.209076 2.394 -0.820 3.336 0.0652
C 1.019047 0.718675 0.612533 1.496 -0.521 -2.004 -0.0870
C -0.272689 1.227992 1.168308 -1.750 3.974 -0.252 -0.2344
C -1.189516 0.096433 1.547646 1.235 -2.503 2.627 -0.1613
H -1.040454 0.159240 -1.527908 1.763 -0.114 0.730 0.0791
H -2.397853 0.257260 -0.906740 0.266 -1.290 2.039 0.1296
H -1.843894 -1.183084 -1.597419 0.028 -0.856 0.938 0.0947
H -1.140804 -1.956934 0.897943 0.558 1.042 -1.500 0.1778
H 1.054008 -1.205513 -0.633723 -0.647 0.928 -0.935 0.1340
H 1.299054 -1.351454 0.904129 -2.325 0.906 -0.972 0.2136
H 1.848574 0.617099 1.429195 -1.373 0.376 -1.825 0.1537
H 1.341714 1.224817 -0.445129 -0.522 -1.175 3.095 0.1527
H -0.099890 2.247410 1.802692 -0.481 -2.941 -0.866 0.1864
H -0.969461 1.602592 0.377176 1.389 0.514 -0.161 0.1085
H -2.301009 0.288007 1.596086 1.460 -0.001 -0.072 0.1471
H -0.843277 -0.417114 2.525812 -0.809 0.895 -1.157 0.1382
H 2.682635 0.400836 -2.308389 -2.399 -1.000 0.405 0.1145
H 1.417674 0.535848 -3.171578 0.298 -1.401 2.460 0.1220
O 1.691531 0.107434 -2.264911 2.258 2.332 -3.138 -0.1456
```
Forces are in eV/Å.

For the orbital gap, the calculation gives 11.74 eV. As for the charge: +1. The calculation puts the LUMO energy at -3.13 eV.

---

# 2
C20H17Br6N3O6 as an isolated structure at a distorted geometry. Source: the OMol25 dataset; level of theory: wB97M-V/def2-TZVPD.

Geometry as XYZ:
```
52
Properties=species:S:1:pos:R:3:forces:R:3:lowdin_charge:R:1
C 1.236284 -0.737221 -2.319993 0.042 -0.340 -0.451 -1.5022
Br 2.053684 -0.071967 -4.008690 -0.571 -0.402 1.061 0.5412
Br 0.953005 -2.703284 -2.376426 0.047 1.241 -0.107 0.5234
Br -0.391363 0.271884 -1.851509 0.879 -0.613 -0.281 0.5744
H 1.974976 -0.593448 -1.531473 -0.302 0.180 -0.194 -0.0723
C -0.543435 -1.232131 1.648189 0.148 -0.389 -0.134 -1.4848
Br -1.200002 -2.944482 0.821651 0.692 1.313 0.601 0.5246
Br 1.471963 -1.137611 1.712430 -1.591 -0.308 0.114 0.5520
Br -1.450903 -0.935757 3.344065 0.666 -0.164 -0.542 0.5807
H -0.829054 -0.396900 1.008732 0.100 -0.393 0.012 -0.0934
C 1.426822 6.813763 0.788681 0.243 -0.632 -0.989 -0.0533
C 1.197962 6.547509 2.149845 0.917 1.645 -1.367 -0.0839
C 0.658608 5.386736 2.553627 -1.369 -2.889 -0.077 -0.0107
C 0.272518 4.385150 1.591277 0.755 1.887 -0.871 -0.1084
C 0.441701 4.701536 0.223900 0.724 -0.506 0.373 -0.0175
C 1.089612 5.880067 -0.196363 -1.080 -0.191 1.844 -0.0722
N -0.206442 3.042586 1.993755 -0.166 0.527 2.161 -0.3258
O -0.646100 2.954339 3.156285 0.556 0.051 -1.911 0.0611
O -0.070700 2.111733 1.228170 -0.194 0.277 -0.113 0.0337
H 1.941146 7.687467 0.416502 -0.040 0.370 0.491 0.1051
H 1.504380 7.278790 2.883142 -0.032 0.039 0.055 0.1125
H 0.537858 5.228415 3.615110 -0.139 -0.366 -0.026 0.1187
H 0.242141 4.010493 -0.581725 -0.402 -0.467 0.334 0.1130
H 1.213610 6.037984 -1.257535 0.181 0.186 0.056 0.1084
C 3.398964 2.823782 -0.188745 0.190 -0.229 -0.163 -0.0630
C 3.643693 1.454558 -0.089106 1.440 0.734 -1.027 -0.0662
C 4.535549 0.875717 -1.029524 -0.723 1.271 -0.934 0.0148
C 5.098447 1.697237 -2.078114 -1.109 0.765 2.021 -0.1297
C 4.843891 3.100194 -2.115113 -0.263 -1.654 -0.609 0.0074
C 3.949786 3.609819 -1.207900 -0.624 -0.214 1.182 -0.0725
N 6.040766 1.122699 -3.022380 1.489 -0.360 -0.840 -0.3396
O 6.496661 1.816842 -3.950625 -1.096 -0.909 1.512 0.0579
O 6.399957 -0.028642 -2.789015 -0.377 0.841 -0.452 0.0676
H 2.780587 3.325387 0.540919 -0.176 -0.108 0.053 0.0898
H 3.255190 0.903934 0.754863 -0.104 -0.216 -0.216 0.0475
H 4.629983 -0.199964 -1.009584 0.605 0.028 -0.179 0.1115
H 5.211886 3.728077 -2.913075 0.339 -0.208 -0.002 0.1173
H 3.614950 4.636431 -1.188837 0.389 0.233 -0.372 0.0951
C -5.285790 -4.823508 1.395809 -0.912 -1.177 0.879 -0.0614
C -4.306149 -5.181891 0.500493 0.145 -1.086 -0.868 -0.0890
C -4.438881 -6.355296 -0.241409 -1.746 -1.542 -0.507 0.0082
C -5.589332 -7.193374 -0.091106 0.316 1.609 0.619 -0.1057
C -6.634375 -6.759579 0.748644 0.529 -0.397 0.318 -0.0132
C -6.466020 -5.622118 1.544942 1.643 0.694 -0.882 -0.0489
N -5.682235 -8.492060 -0.845966 -0.824 -0.391 -0.485 -0.3442
O -6.609733 -9.277592 -0.647925 0.554 1.321 0.651 0.0632
O -4.841633 -8.707770 -1.692723 0.475 0.434 0.195 0.0695
H -5.039319 -4.043528 2.100997 -0.448 0.355 -0.072 0.1042
H -3.390619 -4.625944 0.362138 -0.139 0.235 0.162 0.0329
H -3.771188 -6.688970 -1.021939 0.506 0.200 0.238 0.1097
H -7.530308 -7.349461 0.874095 0.022 -0.178 -0.141 0.1117
H -7.192998 -5.330632 2.288538 -0.167 -0.107 -0.120 0.1008
```
Forces are in eV/Å.

For the orbital gap, the calculation gives 8.82 eV. The calculation puts the LUMO energy at -1.18 eV.

---

# 3
A 2-piece molecular cluster, C9H18Si overall at a distorted geometry. Source: the OMol25 dataset; level of theory: wB97M-V/def2-TZVPD.

Geometry as XYZ:
```
28
Properties=species:S:1:pos:R:3:forces:R:3:lowdin_charge:R:1
C -2.507983 1.252634 -2.020251 -1.568 1.023 1.659 -0.1126
C -2.314845 0.254281 2.382870 1.426 0.844 1.842 -0.1077
C -1.238388 0.983189 -1.736414 1.096 0.099 -2.076 -0.3266
C -2.185530 0.144839 1.064567 -0.047 -1.667 -1.273 -0.3271
C 1.473401 2.569134 0.012255 0.572 -2.648 2.681 -0.1285
C 2.359371 -1.482399 -0.812544 0.400 1.066 1.903 -0.1429
C 0.558337 -3.211068 -0.091011 3.208 -1.869 3.572 -0.1407
C 0.614683 1.634181 0.969592 -1.223 0.727 -3.884 -0.3166
C 1.500558 -2.075446 0.259341 -1.208 1.039 -0.959 -0.2149
Si -0.685918 0.581474 -0.014669 0.264 -0.917 1.262 0.7907
H -2.816984 1.722779 -2.987605 -0.012 -1.025 0.884 0.0671
H -3.205728 1.226211 -1.104761 0.516 0.284 -1.910 0.0593
H -3.199239 -0.034042 3.001385 0.915 -0.103 -0.765 0.0594
H -1.405664 0.656091 2.967920 -1.778 -0.159 -0.693 0.0661
H -0.629910 0.977760 -2.705607 -0.061 0.133 1.805 0.0730
H -2.872869 -0.613996 0.589638 0.111 1.367 0.142 0.0670
H 1.903110 1.976501 -0.821443 0.405 0.604 0.842 0.0668
H 0.906372 3.308984 -0.376548 -2.273 2.122 -1.588 0.0118
H 2.091213 3.136901 0.720028 0.971 -0.507 -0.733 0.0727
H 3.370988 -1.869075 -0.746273 0.601 0.327 0.249 0.0707
H 2.062140 -1.792980 -1.740162 -1.073 -0.819 -2.587 0.0302
H 2.328056 -0.360902 -0.832871 0.381 -0.968 0.263 0.0641
H 1.336653 -4.073583 -0.272938 -1.651 0.975 -0.017 0.1042
H -0.049717 -3.125728 -0.932406 -1.018 0.412 -1.386 0.0310
H -0.005908 -3.538301 0.846695 0.440 0.465 -1.458 0.0860
H 0.027228 2.153150 1.666449 -0.932 1.434 0.829 0.0305
H 1.186609 1.043537 1.583401 1.749 -1.768 1.023 0.0166
H 1.399967 -1.444122 1.131361 -0.210 -0.475 0.371 0.0505
```
Forces are in eV/Å.

For the orbital gap (alpha / beta), the calculation gives 7.30 / 7.26 eV. The calculation puts the LUMO energy (alpha / beta) at -0.04 / 0.91 eV.

---

# 4
C10H12O2 as an isolated structure at a distorted geometry. Source: the OMol25 dataset; level of theory: wB97M-V/def2-TZVPD.

Geometry as XYZ:
```
24
Properties=species:S:1:pos:R:3:forces:R:3:lowdin_charge:R:1
C 3.888324 -1.221051 0.830329 1.122 -3.597 -5.996 -0.0578
C 3.152112 -0.755091 -0.472429 -0.111 1.520 0.334 -0.2186
C 1.812218 0.040909 -0.198387 3.762 1.582 0.685 -0.2268
C 1.951362 1.450896 0.059782 -0.234 -0.429 -0.467 -0.0269
C 0.674997 2.191280 -0.051053 -1.706 -2.115 -2.024 -0.0129
C -0.508097 1.435556 -0.586122 9.707 -5.446 5.173 0.0646
C -0.495212 -0.050177 -0.322627 -2.840 5.273 -1.645 -0.1945
C -2.710254 -0.259425 0.376653 -3.454 -3.521 -1.597 -0.5604
C -3.931234 -1.118155 -0.229754 -2.150 3.559 -1.224 -0.0013
C 0.643858 -0.690095 -0.146722 2.159 -0.120 -1.079 -0.0125
H 4.233764 -0.434303 1.361776 1.335 1.834 2.099 0.0260
H 3.129695 -1.806417 1.141464 -2.556 -1.340 2.816 0.0134
H 4.580470 -2.182691 0.511095 -0.598 3.042 0.877 0.1390
H 2.971731 -1.578579 -1.085216 -1.323 -2.290 -0.258 0.0662
H 3.745060 -0.348333 -1.296444 0.486 1.541 0.779 0.1036
H 3.151644 1.781234 0.217009 -3.971 -0.235 -0.392 0.1702
H 0.333063 3.244031 0.080796 1.546 -0.600 -0.016 0.0989
H -1.379803 1.735457 -0.765547 -6.799 3.492 -1.348 0.0143
H -3.786961 -0.521300 -1.421101 -1.378 -2.286 3.443 0.1741
H -3.851806 -2.191903 -0.317970 0.915 -0.040 -0.214 0.0329
H -5.062352 -1.009817 0.282780 3.269 0.491 -1.441 0.1249
H 0.821659 -1.669340 -0.464348 -0.509 -1.929 0.404 0.1179
O -1.748274 -0.691659 -0.454966 2.745 0.681 0.332 0.0119
O -2.721052 0.545919 1.229676 0.585 0.932 0.760 0.1538
```
Forces are in eV/Å.

For the orbital gap, the calculation gives 9.46 eV. The calculation puts the LUMO energy at 0.67 eV.

---

Across the entries above, energy relative to the best compared isomer or geometry (same formula, charge and spin) takes the values 294.8, 87.7, 497.3, 522.7 kJ/mol, respectively.